Record 1
Here is a cluster of 2 separate species, C4H8FNS in total in a non-equilibrium geometry from the Open Molecules 2025 dataset. Energies are from the ωB97M-V functional and the def2-TZVPD basis.

Structure (ORCA input):
```
! RIJCOSX wB97M-V def2-TZVPD def2/J DEFGRID3
* xyz 0 1
C -1.17735 -0.08891 1.51024
N -0.16746 0.60064 1.25751
C 0.02646 0.70525 -0.17071
C -0.84276 -0.39249 -0.78816
C -1.96800 -0.62628 0.23439
H -1.51011 -0.28077 2.51583
H 1.19102 0.47944 -0.36732
H -0.36724 1.67971 -0.36798
H -0.23416 -1.20661 -1.07510
H -1.03587 0.06482 -1.69052
H -2.86696 -0.13974 -0.03000
H -2.23831 -1.61252 0.60043
F 4.59504 0.24042 -1.35831
S 3.65978 -0.27562 -0.06700
H 2.93593 0.85267 -0.20330
*
```

* Kohn-Sham gap: 9.478 eV
* M: 121.18 g mol⁻¹

---

Record 2
Here is a structure of composition C13H21BN6ORu in a non-equilibrium geometry from the Open Molecules 2025 dataset. Energies are from the ωB97M-V functional and the def2-TZVPD basis.

Structure (ORCA input):
```
! RIJCOSX wB97M-V def2-TZVPD def2/J DEFGRID3
* xyz 4 5
C 2.82832 -1.11833 0.24530
N 1.50232 -1.11039 -0.04988
N 1.35177 -0.35994 -1.22942
C 2.58832 -0.17082 -1.76038
C 3.53660 -0.60301 -0.85572
B 0.02831 0.00673 -1.95030
N -0.87365 -1.26448 -1.65186
N -1.07900 -1.94648 -0.44381
C -1.90239 -3.01284 -0.70099
C -2.11747 -3.07553 -2.07263
C -1.44407 -2.00384 -2.63070
Ru -0.11185 -1.88271 1.23950
N -0.59839 1.56544 -1.92922
N -0.96044 2.34673 -0.82347
C -1.43524 3.51022 -1.25792
C -1.29131 3.58677 -2.66578
C -0.76237 2.35074 -3.04796
H -1.85144 4.24151 -0.56706
H -0.51292 1.99860 -4.04112
H -1.54344 4.44175 -3.24989
H 0.30007 -0.05839 -3.15770
H -1.38097 -1.66007 -3.65923
H 2.75645 0.21012 -2.74603
H -2.75086 -3.79515 -2.57834
H 4.59429 -0.54992 -0.98368
H -2.28398 -3.57734 0.14492
H 3.20238 -1.43429 1.21138
H -2.01275 -1.16264 1.58271
C -1.91081 -2.03391 2.26763
H -2.67792 -2.74836 1.97937
H -0.90720 -2.62833 2.38797
H -2.12928 -1.60569 3.24931
C -0.02084 2.11224 2.47029
C 0.84490 0.89298 2.22239
C 1.89958 0.68282 3.28506
O -0.00099 -0.26772 2.22803
H -0.68782 1.91926 3.31506
H -0.62130 2.31874 1.57908
H 0.62854 2.96385 2.69613
H 1.34191 1.07189 1.24880
H 1.39803 0.37790 4.20431
H 2.58798 -0.11747 3.01739
H 2.47898 1.58934 3.47845
*
```

* Kohn-Sham gap (spin up / spin down): 7.560 / 2.702 eV
* ⟨S²⟩: 6.029
* M: 389.23 g mol⁻¹

---

Record 3
Here is a structure of composition C3H3Cl3O in a non-equilibrium geometry from the Open Molecules 2025 dataset. Energies are from the ωB97M-V functional and the def2-TZVPD basis.

Structure (ORCA input):
```
! RIJCOSX wB97M-V def2-TZVPD def2/J DEFGRID3
* xyz 0 1
C -1.43660 -1.06035 0.35421
C -2.04425 0.08779 0.40139
C 1.87623 0.38106 -0.42347
O -1.29571 -2.18977 0.35691
Cl 1.87757 2.07962 0.09653
Cl 3.16325 -0.54725 0.21263
Cl 1.75648 0.52728 -2.20420
H -2.89251 0.33172 -0.23900
H 0.79724 -0.21532 0.15585
H -1.80169 0.60522 1.28916
*
```

* Kohn-Sham gap: 9.689 eV
* M: 161.42 g mol⁻¹

---

Record 4
Here is a structure of composition C32H37ClEuN2Si2 in a non-equilibrium geometry from the Open Molecules 2025 dataset. Energies are from the ωB97M-V functional and the def2-TZVPD basis.

Structure (ORCA input):
```
! RIJCOSX wB97M-V def2-TZVPD def2/J DEFGRID3
* xyz 0 8
C -1.52040 -0.66452 5.51922
C -2.39342 -0.10378 4.53221
C -2.58553 -1.07017 3.51188
H -2.88058 0.86671 4.59898
C -1.84188 -2.23344 3.85403
C -1.17445 -1.98779 5.09235
H -0.53347 -2.68811 5.63597
H -1.23695 -0.20395 6.46704
H -3.20006 -0.95703 2.62260
H -1.77553 -3.13854 3.25496
Eu 0.11119 -0.40114 3.41347
Si 1.89512 0.07055 -3.34907
C 1.38610 1.58549 -4.29624
C 2.15019 2.15717 -5.32152
H 3.13823 1.75572 -5.55753
C 1.64012 3.24026 -6.05249
H 2.22235 3.67637 -6.86689
C 0.38331 3.78352 -5.73982
H 0.00271 4.65525 -6.28220
C -0.38299 3.19949 -4.72891
H -1.35737 3.61602 -4.47588
C 0.10522 2.09404 -4.04566
H -0.52677 1.63122 -3.29401
C 1.70153 -1.37649 -4.50424
C 0.66046 -1.31205 -5.44625
H 0.17205 -0.35784 -5.66120
C 0.18194 -2.46976 -6.06205
H -0.65607 -2.41017 -6.75393
C 0.75780 -3.70867 -5.76209
H 0.33457 -4.62294 -6.18683
C 1.85860 -3.76667 -4.90061
H 2.32101 -4.73181 -4.69755
C 2.33328 -2.60735 -4.27745
H 3.16411 -2.66978 -3.57217
H 0.70152 -0.13614 -2.50477
Si 0.15025 0.12778 0.44249
C -0.60454 -1.52001 0.07646
C -1.79889 -1.59213 -0.69271
H -2.21126 -0.67703 -1.14119
C -2.47185 -2.81371 -0.86176
H -3.39307 -2.84296 -1.44464
C -1.96747 -4.00338 -0.31973
H -2.44888 -4.96929 -0.54596
C -0.80075 -3.93059 0.45227
H -0.42284 -4.85719 0.88336
C -0.11321 -2.72213 0.64555
H 0.81723 -2.71078 1.22380
C -0.99422 1.47930 -0.02667
C -2.20902 1.58570 0.69488
H -2.42806 0.89657 1.51686
C -3.14172 2.58224 0.38047
H -4.07325 2.64924 0.94042
C -2.91370 3.49870 -0.65577
H -3.66835 4.25982 -0.93163
C -1.70530 3.40196 -1.36121
H -1.52744 4.08283 -2.19832
C -0.72040 2.46047 -1.00409
H 0.26416 2.47266 -1.49625
H 3.10654 0.18830 -2.43943
Cl 2.14969 0.46508 0.12379
N 2.50739 -0.41159 4.15004
C 2.84244 -0.12248 5.58257
C 1.85667 0.79927 6.29950
C 1.41270 2.10740 5.61900
N 0.35836 1.87884 4.53804
H 3.00292 0.24423 3.53909
H 2.86356 -1.33466 3.86980
H 2.89898 -1.08330 6.10934
H 3.85294 0.30110 5.63051
H 0.96566 0.23649 6.62687
H 2.35884 1.12257 7.22291
H 0.96208 2.76005 6.39767
H 2.26566 2.66676 5.18970
H -0.58399 1.96666 4.94993
H 0.40617 2.64355 3.85065
*
```

* Kohn-Sham gap (spin up / spin down): 5.325 / 5.225 eV
* ⟨S²⟩: 15.762
* M: 693.25 g mol⁻¹

---

Record 5
Here is a cluster of 2 separate species, C3H8NO in total in a non-equilibrium geometry from the Open Molecules 2025 dataset. Energies are from the ωB97M-V functional and the def2-TZVPD basis.

Structure (ORCA input):
```
! RIJCOSX wB97M-V def2-TZVPD def2/J DEFGRID3
* xyz -1 1
C -2.38049 1.28545 0.15127
O -1.45947 0.28166 -0.00015
H -2.32166 1.64422 1.24822
H -2.34902 2.22617 -0.46320
H -3.45946 0.79391 0.14199
C 1.44466 0.01910 0.54536
C 1.57854 -1.78361 -0.99810
N 2.13851 -1.05730 -0.08360
H 2.18343 0.41049 1.36629
H 0.42309 -0.39155 0.88307
H 1.17605 0.88035 -0.02107
H 2.47581 -2.31654 -1.57293
H 0.55003 -1.99235 -1.19714
*
```

* Kohn-Sham gap: 6.349 eV
* M: 74.10 g mol⁻¹

---

Record 6
Here is a structure of composition C6H9BiCl2NdO3P in a non-equilibrium geometry from the Open Molecules 2025 dataset. Energies are from the ωB97M-V functional and the def2-TZVPD basis.

Structure (ORCA input):
```
! RIJCOSX wB97M-V def2-TZVPD def2/J DEFGRID3
* xyz 4 4
Bi -2.31720 -5.05752 0.73368
Nd -0.22635 -0.03753 -1.16088
Cl 0.12971 -5.22558 0.45043
Cl -1.58509 0.18741 0.91289
C -0.92534 2.01668 -2.16121
C -2.14152 -7.42093 1.20539
C -4.86575 -6.11462 0.91403
O -1.39051 3.02919 -2.50546
O -2.11923 -8.52945 0.88046
O -5.91511 -6.55708 1.00701
C 2.59016 3.10289 -1.28568
P 1.09923 2.34937 -0.54686
C 1.66819 0.95381 0.50184
C 0.56045 3.65738 0.63388
H 3.07757 2.39271 -1.96519
H 3.31525 3.40627 -0.52945
H 2.29480 3.99623 -1.85675
H 2.41867 1.34984 1.19798
H 0.82102 0.52289 1.09212
H 2.15087 0.17904 -0.10903
H 1.35445 3.88902 1.37457
H 0.36489 4.57386 0.04847
H -0.35915 3.33614 1.16774
*
```

* Kohn-Sham gap (spin up / spin down): 3.963 / 3.896 eV
* ⟨S²⟩: 3.765
* M: 584.24 g mol⁻¹

---

Record 7
Here is a structure of composition C32H27N9O4S3TeTi from the Open Molecules 2025 dataset. Energies are from the ωB97M-V functional and the def2-TZVPD basis.

Structure (ORCA input):
```
! RIJCOSX wB97M-V def2-TZVPD def2/J DEFGRID3
* xyz -2 3
Ti -0.20399 0.06106 0.41356
N 0.38791 3.44670 -0.51031
C -0.42271 2.80334 -1.37482
N -1.00346 3.55302 -2.32309
C -1.76236 2.85489 -3.17799
N -2.39892 3.60124 -4.15441
N -1.93880 1.55386 -3.21308
C -1.29821 0.86628 -2.23668
N -0.56936 1.47975 -1.24912
C -1.34864 -0.54647 -2.23245
C -2.07687 -1.27880 -3.20333
C -2.00976 -2.64031 -3.20348
C -1.22486 -3.29903 -2.22379
C -0.60205 -2.53693 -1.26851
N -0.66326 -1.19883 -1.23707
H 0.30207 4.44781 -0.50978
H 0.62714 2.99528 0.36990
H -2.54325 4.56010 -3.88298
H -3.20601 3.13578 -4.53667
H -2.66130 -0.72681 -3.92442
H -2.56054 -3.21428 -3.93926
H -1.13611 -4.37578 -2.19579
H -0.02386 -2.98958 -0.46957
O 2.88077 -1.18105 2.62373
C 3.98249 -0.75239 1.99333
C 5.13883 -0.73164 2.78403
C 6.35711 -0.35909 2.25927
C 6.45815 0.00610 0.91681
C 5.31851 0.01273 0.14089
C 4.06672 -0.34278 0.65229
C 2.88369 -0.19797 -0.23505
O 1.72554 -0.07321 0.32609
N 3.13384 -0.20373 -1.51715
N 1.99945 0.01309 -2.28170
C 2.21670 -0.10884 -3.51966
S 3.80457 -0.48402 -4.23520
C 3.18671 -0.54703 -5.93892
C 2.02830 0.42816 -6.05968
S 0.89765 0.10136 -4.68267
H 2.15276 -1.40850 2.01599
H 5.02829 -1.03295 3.81752
H 7.23431 -0.35352 2.89592
H 7.40952 0.29623 0.48927
H 5.36033 0.31565 -0.89726
H 2.85431 -1.55918 -6.17468
H 4.00823 -0.27828 -6.60493
H 1.47835 0.29231 -6.99121
H 2.39304 1.45574 -6.00795
Te 0.39602 1.84428 2.69896
C -1.29931 3.08201 2.95871
C -2.18077 3.35505 1.90833
C -3.27994 4.18011 2.08994
C -3.52706 4.76279 3.32527
C -2.66312 4.49947 4.37729
C -1.56762 3.66876 4.19580
H -2.01833 2.88917 0.94542
H -3.95359 4.35315 1.25868
H -4.38997 5.40330 3.46843
H -2.84619 4.93634 5.35381
H -0.90739 3.46385 5.03080
O 0.92536 -3.09517 1.96142
C -0.18552 -2.58655 2.12817
O -0.53166 -1.42990 1.72258
C -1.27054 -3.34903 2.85157
C -0.96417 -4.53962 3.50234
C -1.95845 -5.25030 4.15496
C -3.26549 -4.77782 4.14852
C -3.57403 -3.59300 3.49402
C -2.57814 -2.87400 2.85056
H 0.06060 -4.88653 3.47876
H -1.71767 -6.17462 4.66735
H -4.04517 -5.33575 4.65478
H -4.59151 -3.22300 3.48089
H -2.79922 -1.94389 2.34207
S -5.09440 0.06379 0.26079
C -3.48713 0.26571 0.50555
N -2.34657 0.43191 0.69833
*
```

* Kohn-Sham gap (spin up / spin down): 4.346 / 5.568 eV
* ⟨S²⟩: 2.015
* M: 873.29 g mol⁻¹

---

Record 8
Here is a structure of composition C39H45MoN10O2S2 in a non-equilibrium geometry from the Open Molecules 2025 dataset. Energies are from the ωB97M-V functional and the def2-TZVPD basis.

Structure (ORCA input):
```
! RIJCOSX wB97M-V def2-TZVPD def2/J DEFGRID3
* xyz -1 3
Mo 0.84309 0.46338 -0.24505
N 3.03752 0.53571 -1.57863
C 3.68829 1.74978 -2.04631
C 2.86570 2.39347 -3.16848
N 1.47271 2.54469 -2.80698
C 1.13745 3.83204 -2.23269
C 1.36591 3.83760 -0.71833
N 0.58287 2.76408 -0.11966
C 0.56674 2.07950 -3.83730
C 0.36849 0.56439 -3.77110
N -0.08347 0.18429 -2.44036
H 3.53980 0.17016 -0.77441
H 3.05349 -0.16345 -2.31744
H 4.71085 1.56142 -2.42170
H 3.76648 2.43420 -1.20215
H 2.93679 1.74653 -4.04874
H 3.32352 3.36248 -3.43173
H 0.07415 4.01851 -2.40117
H 1.70865 4.65561 -2.69450
H 1.06719 4.82077 -0.31966
H 2.42358 3.69303 -0.47838
H -0.37387 2.82618 -0.49415
H 0.52657 2.89894 0.88911
H 0.90923 2.36341 -4.84619
H -0.40903 2.53293 -3.66334
H 1.29609 0.02625 -3.99643
H -0.37647 0.30251 -4.53636
H -0.41431 -0.77941 -2.45297
H -0.89148 0.77005 -2.20402
O -5.73793 4.58870 -4.66319
S -5.64543 4.32042 -3.24697
O -6.89797 4.11170 -2.56510
N -4.57373 3.11458 -2.94719
C -3.54983 3.57469 -2.28480
S -2.22488 2.64266 -1.86316
C -3.56182 5.00159 -1.94661
C -2.61067 5.73947 -1.25348
C -2.81872 7.09600 -1.08999
C -3.95115 7.71324 -1.60763
C -4.91324 6.97466 -2.29009
C -4.69864 5.62859 -2.44079
H -1.73536 5.25427 -0.84969
H -2.09476 7.69245 -0.55249
H -4.08541 8.77529 -1.47412
H -5.80195 7.43682 -2.69500
N 2.01993 0.51124 1.11005
C 2.50938 0.11143 2.27680
C 1.74295 -0.76151 3.09083
C 2.22838 -1.23502 4.28477
C 3.49182 -0.87010 4.73516
C 4.25843 -0.01264 3.96277
C 3.78868 0.46756 2.76007
H 0.76350 -1.05136 2.73311
H 1.61511 -1.90178 4.87730
H 3.87179 -1.25055 5.67196
H 5.24560 0.27284 4.30133
H 4.39954 1.14076 2.17330
N 0.55829 -6.38610 1.89285
C 1.09228 -7.61172 2.17338
C 0.61066 -8.71667 2.84637
C 1.45323 -9.81493 2.95260
C 2.73315 -9.79999 2.40262
C 3.22267 -8.70017 1.72288
C 2.39474 -7.58565 1.59985
N 2.62026 -6.39175 0.99861
C 1.51725 -5.67109 1.18075
C 1.31422 -4.35829 0.71378
C 0.13775 -3.60048 0.95618
C 0.02811 -2.32874 0.49343
N 0.97384 -1.67184 -0.23869
C 2.08771 -2.41974 -0.50777
C 2.29725 -3.68887 -0.06478
H -0.35264 -6.05085 2.15399
H -0.38157 -8.72204 3.27759
H 1.10487 -10.69683 3.47392
H 3.36182 -10.67363 2.51701
H 4.21564 -8.69237 1.29971
H -0.68449 -4.00385 1.52762
H -0.87030 -1.77066 0.70480
H 2.84722 -1.94736 -1.12394
H 3.21283 -4.21342 -0.29290
C -1.08439 1.61327 2.76656
C -2.15622 0.73448 2.19789
C -3.27380 0.41054 2.93589
C -4.29347 -0.36536 2.40675
C -4.20711 -0.78306 1.08877
C -3.11226 -0.47618 0.31005
C -3.07118 -0.89794 -1.12692
C -2.01856 0.25444 0.86379
N -0.88573 0.42657 0.20278
H -1.17457 1.68309 3.84855
H -1.17313 2.61720 2.34437
H -0.10080 1.21902 2.50243
H -3.34756 0.77486 3.95199
H -5.14534 -0.63243 3.01361
H -5.01553 -1.35538 0.65300
H -3.90191 -1.56055 -1.36200
H -2.13462 -1.41193 -1.35198
H -3.14880 -0.00863 -1.75340
*
```

* Kohn-Sham gap (spin up / spin down): 4.815 / 7.054 eV
* ⟨S²⟩: 2.028
* M: 845.93 g mol⁻¹

---

Calculated values (eV) of total energy for the records, taken in order: -19317.917, -28012.521, -42771.680, -84371.024, -6775.464, -67913.581, -118145.938, -83698.554.
Calculated values (kJ/mol) of relative energy (zero: lowest compared OMol25 entry of this formula, charge and spin) for the records, taken in order: 180.52, 328.77, 222.17, 19.21, 243.95, 0.00, 80.88, 0.00.